# 1
# C41H70BBr2N3O13P

A 3-piece molecular cluster, C41H70BBr2N3O13P overall (the ωB97M-V functional and the def2-TZVPD basis, the Open Molecules 2025 dataset).

Positions of all 131 atoms, in Å:
C1 2.69 4.04 -5.93
C2 3.14 5.08 -4.71
C3 4.14 4.34 -3.63
N1 3.49 3.97 -2.31
C4 2.19 3.20 -2.49
C5 2.11 1.61 -2.99
C6 3.54 0.81 -3.28
O1 3.73 -0.02 -4.33
O2 4.61 1.03 -2.29
C7 5.95 0.76 -2.83
Br1 6.74 1.48 -4.53
C8 6.85 -0.12 -2.00
C9 8.40 -0.51 -2.39
Br2 6.13 -0.84 -0.27
C10 0.62 0.94 -3.16
C11 0.40 -0.59 -3.68
C12 0.14 -1.69 -2.45
C13 -1.05 -2.68 -2.99
O3 1.44 -2.33 -2.21
C14 1.32 -3.64 -1.55
C15 0.50 -3.64 -0.13
C16 -0.67 -4.83 0.02
C17 -1.59 -5.06 1.36
C18 -1.33 -4.07 2.64
C19 -0.19 -2.88 2.51
C20 0.74 -2.64 1.14
C21 -0.72 1.88 -2.81
P1 -2.42 0.99 -3.06
N2 -2.67 0.82 -4.69
N3 -0.60 3.35 -2.36
C22 -1.93 4.09 -2.06
B1 -2.60 4.68 -3.46
O4 -3.90 5.39 -3.45
O5 -1.78 4.46 -4.70
C23 0.77 4.04 -2.21
C24 0.93 5.64 -1.77
C25 0.71 5.89 -0.16
C26 1.45 4.81 0.82
C27 2.55 5.50 1.87
O6 2.13 5.39 3.27
C28 3.27 5.49 4.19
C29 3.06 4.89 5.74
O7 4.46 6.04 3.94
H1 1.57 3.75 -5.76
H2 2.90 4.55 -6.98
H3 3.31 3.04 -5.94
H4 2.23 5.64 -4.24
H5 3.81 5.91 -5.25
H6 4.49 3.34 -4.13
H7 5.04 5.09 -3.43
H8 4.15 3.51 -1.65
H9 8.98 -0.62 -1.35
H10 8.96 0.37 -2.96
H11 8.48 -1.52 -3.00
H12 -0.52 -0.70 -4.44
H13 1.33 -1.04 -4.28
H14 -0.25 -1.05 -1.53
H15 -1.55 -3.18 -2.04
H16 -1.93 -2.09 -3.53
H17 -0.55 -3.45 -3.72
H18 2.44 -3.97 -1.29
H19 0.92 -4.51 -2.27
H20 -0.86 -5.57 -0.89
H21 -2.39 -5.94 1.37
H22 -1.98 -4.27 3.60
H23 -0.04 -2.21 3.48
H24 1.57 -1.80 1.10
H25 -3.55 1.74 -2.58
H26 -2.40 -0.28 -2.38
H27 -3.57 1.31 -4.92
H28 -1.76 5.04 -1.37
H29 -2.69 3.40 -1.45
H30 -3.75 6.17 -2.82
H31 -1.41 5.36 -5.01
H32 0.07 6.24 -2.33
H33 1.95 6.11 -2.12
H34 1.20 6.95 0.08
H35 -0.45 6.04 0.07
H36 2.04 3.96 0.27
H37 0.60 4.34 1.51
H38 3.57 4.88 1.78
H39 2.82 6.60 1.57
H40 3.62 3.89 5.92
H41 3.46 5.77 6.45
H42 1.92 4.74 6.00
C30 -5.03 -2.94 -4.20
O8 -5.27 -3.77 -3.08
C31 -6.40 -3.35 -2.32
C32 -7.13 -4.55 -1.72
O9 -7.90 -5.30 -2.67
C33 -7.15 -6.08 -3.61
C34 -6.44 -7.29 -2.99
O10 -5.28 -6.88 -2.27
C35 -4.98 -7.73 -1.18
H43 -4.72 -1.95 -3.88
H44 -4.23 -3.40 -4.79
H45 -5.92 -2.88 -4.83
H46 -7.10 -2.77 -2.94
H47 -6.03 -2.70 -1.51
H48 -7.86 -4.17 -0.99
H49 -6.46 -5.20 -1.16
H50 -6.46 -5.45 -4.18
H51 -7.89 -6.46 -4.32
H52 -6.12 -7.97 -3.78
H53 -7.15 -7.82 -2.33
H54 -5.84 -7.83 -0.51
H55 -4.16 -7.29 -0.62
H56 -4.67 -8.72 -1.55
C36 3.44 -2.32 8.79
O11 2.05 -2.05 8.71
C37 1.55 -1.42 9.89
C38 0.43 -0.43 9.54
O12 0.90 0.79 8.94
C39 1.38 0.68 7.60
C40 0.29 0.41 6.56
O13 -0.11 -0.96 6.61
C41 -1.47 -1.14 6.23
H57 3.64 -3.09 9.55
H58 3.77 -2.69 7.81
H59 4.00 -1.41 9.01
H60 2.35 -0.89 10.43
H61 1.15 -2.21 10.54
H62 -0.05 -0.13 10.48
H63 -0.35 -0.90 8.93
H64 2.20 -0.04 7.53
H65 1.82 1.66 7.38
H66 0.68 0.60 5.56
H67 -0.56 1.08 6.75
H68 -2.13 -0.51 6.84
H69 -1.73 -2.18 6.41
H70 -1.60 -0.92 5.17

**Charge**: +1


# 2
# C41H74O30

A 12-piece molecular cluster, C41H74O30 overall (the ωB97M-V functional and the def2-TZVPD basis, the Open Molecules 2025 dataset).

Positions of all 145 atoms, in Å:
C1 37.55 -12.61 22.24
O1 36.81 -13.18 23.28
C2 35.98 -12.44 24.00
O2 35.63 -11.29 23.67
O3 35.51 -13.15 25.01
C3 34.57 -12.57 25.90
H1 36.94 -12.23 21.41
H2 38.28 -13.30 21.81
H3 38.13 -11.78 22.62
H4 33.73 -12.25 25.29
H5 34.88 -11.64 26.39
H6 34.26 -13.28 26.66
C4 40.89 -7.87 17.87
O4 39.55 -7.79 18.31
C5 38.54 -8.26 17.66
O5 38.60 -8.92 16.59
O6 37.48 -8.15 18.47
C6 36.18 -8.62 18.10
H7 40.96 -7.30 16.94
H8 41.03 -8.93 17.66
H9 41.59 -7.63 18.68
H10 35.44 -8.40 18.86
H11 36.15 -9.68 17.85
H12 35.83 -8.10 17.21
C7 35.47 -8.27 24.49
O7 35.23 -7.02 25.09
C8 36.21 -6.33 25.78
O8 37.39 -6.69 25.87
O9 35.61 -5.25 26.27
C9 36.33 -4.42 27.14
H13 35.62 -8.98 25.30
H14 36.43 -8.23 23.99
H15 34.65 -8.62 23.86
H16 37.35 -4.16 26.85
H17 36.51 -4.85 28.13
H18 35.88 -3.42 27.19
C10 31.37 -5.87 21.06
O10 32.01 -7.05 20.63
C11 32.74 -7.78 21.44
O11 33.01 -7.55 22.62
O12 33.29 -8.73 20.70
C12 34.29 -9.54 21.22
H19 30.99 -5.39 20.16
H20 32.03 -5.21 21.63
H21 30.62 -6.21 21.77
H22 35.15 -8.88 21.28
H23 34.44 -10.43 20.60
H24 34.09 -9.94 22.21
C13 26.25 -4.77 23.57
O13 26.46 -6.02 24.23
C14 27.68 -6.66 24.08
O14 28.62 -6.19 23.46
O15 27.68 -7.77 24.75
C15 28.90 -8.44 24.90
H25 26.79 -4.89 22.63
H26 26.75 -3.92 24.04
H27 25.21 -4.52 23.38
H28 29.29 -8.74 23.93
H29 28.76 -9.38 25.43
H30 29.62 -7.82 25.43
C16 32.00 -9.85 24.37
O16 31.61 -10.41 23.10
C17 31.63 -11.71 22.95
O17 32.02 -12.56 23.68
O18 31.08 -11.97 21.75
C18 30.99 -13.26 21.27
H31 31.92 -8.77 24.21
H32 33.00 -10.17 24.66
H33 31.24 -10.15 25.10
H34 31.98 -13.47 20.86
H35 30.18 -13.48 20.58
H36 30.88 -13.98 22.09
C19 33.80 -18.26 19.93
O19 34.36 -16.99 20.13
C20 33.91 -15.95 19.57
O20 32.98 -15.93 18.76
O21 34.70 -14.88 19.99
C21 34.54 -13.63 19.31
H37 34.57 -18.95 20.27
H38 33.57 -18.39 18.87
H39 32.92 -18.42 20.55
H40 33.79 -13.00 19.79
H41 34.14 -13.74 18.30
H42 35.52 -13.24 19.06
O22 29.34 -3.26 19.32
C22 29.43 -2.54 20.24
C23 29.88 -2.93 21.68
C24 29.31 -1.83 22.51
C25 29.17 -0.65 21.56
O23 29.15 -1.27 20.24
H43 29.65 -3.97 21.91
H44 30.97 -2.96 21.69
H45 28.37 -2.14 22.96
H46 29.89 -1.59 23.40
H47 28.23 -0.14 21.74
H48 29.99 0.04 21.75
O24 37.05 -7.04 22.08
C26 36.54 -6.17 21.35
C27 35.40 -5.28 21.81
C28 34.95 -4.93 20.47
C29 36.17 -4.83 19.58
O25 36.90 -5.86 20.12
H49 34.68 -5.73 22.49
H50 35.89 -4.41 22.25
H51 34.26 -5.75 20.25
H52 34.31 -4.05 20.45
H53 35.96 -5.17 18.57
H54 36.58 -3.82 19.51
O26 34.17 -11.21 16.82
C30 33.05 -10.69 17.08
C31 32.24 -9.64 16.47
C32 31.24 -9.22 17.51
C33 31.21 -10.42 18.41
O27 32.38 -11.17 18.19
H55 32.90 -8.82 16.16
H56 31.67 -10.08 15.65
H57 31.56 -8.34 18.07
H58 30.31 -8.89 17.05
H59 31.12 -10.00 19.41
H60 30.35 -11.08 18.27
O28 33.14 -4.70 28.10
C34 32.51 -4.85 27.05
C35 31.94 -6.09 26.44
C36 31.06 -5.61 25.39
C37 31.64 -4.23 25.05
O29 32.16 -3.80 26.27
H61 32.74 -6.71 26.05
H62 31.51 -6.70 27.24
H63 31.11 -6.21 24.48
H64 30.02 -5.47 25.69
H65 32.38 -4.15 24.24
H66 30.74 -3.69 24.76
C38 27.20 -6.30 18.06
C39 26.37 -6.91 16.96
C40 27.11 -6.50 15.69
O30 28.51 -6.47 16.09
C41 28.62 -6.08 17.45
H67 27.15 -6.98 18.91
H68 26.79 -5.35 18.40
H69 25.36 -6.51 16.93
H70 26.33 -8.00 17.03
H71 26.68 -5.59 15.29
H72 27.07 -7.28 14.93
H73 28.91 -5.03 17.48
H74 29.38 -6.63 18.01

**Energy relative to the best compared isomer or geometry (same formula, charge and spin)**: 3.570 eV


Result set for molar mass: 1014.613, 1047.013 g/mol, one per record in the order listed.
Result set for electronic energy: -8259.55943, -3863.78373 Ha, one per record in the order listed.
Result set for max |F|: 0.179, 0.114 hartree/bohr, one per record in the order listed.